DFT (ωB97M-V with the def2-TZVPD basis set) results for a molecular structure, C44H38BeN4P2S at a distorted geometry.

Element x y z (Å)
Be -0.78687 -0.79813 0.73555
C -1.01578 -0.58188 -2.44424
N -0.37801 0.67905 -2.58653
C -0.56583 1.68362 -1.56421
P -1.47617 1.17299 -0.03550
C -3.23357 1.36402 -0.46721
C -4.08105 0.25961 -0.42193
C -5.42850 0.39803 -0.71813
C -5.93023 1.64149 -1.06969
C -5.09044 2.74741 -1.11152
C -3.74761 2.61591 -0.80141
C -1.19589 2.59384 1.06095
C -1.42948 2.38261 2.41941
C -1.26778 3.41257 3.32932
C -0.87925 4.66875 2.88630
C -0.65486 4.88717 1.53527
C -0.81238 3.85706 0.61983
C 0.49205 0.95885 -3.65077
C 0.91962 -0.03826 -4.53533
C 1.78797 0.26058 -5.57301
C 2.25201 1.55245 -5.76408
C 1.82188 2.54924 -4.90341
C 0.95469 2.26230 -3.86117
P -0.31557 -1.78852 -1.14955
C 1.43642 -1.49076 -0.82990
C 2.39173 -1.21535 -1.76069
C 3.73550 -1.02695 -1.39453
C 4.14913 -1.27922 -0.08065
C 3.25710 -1.57329 0.90535
C 1.78501 -1.64617 0.63413
C -0.33374 -3.36537 -2.06376
C 0.74389 -4.24500 -1.98497
C 0.71454 -5.43608 -2.69314
C -0.38314 -5.75526 -3.47844
C -1.46615 -4.88995 -3.54091
C -1.45154 -3.70181 -2.82872
H -1.05185 -1.10439 -3.39609
H -2.04799 -0.43058 -2.10749
H -1.12236 2.53772 -1.96972
H 0.40611 2.04084 -1.20327
H -3.67579 -0.71126 -0.15830
H -6.08542 -0.46037 -0.67247
H -6.97963 1.75145 -1.30646
H -5.48528 3.71854 -1.37743
H -3.11026 3.49054 -0.80337
H -1.74579 1.40201 2.75902
H -1.44962 3.24124 4.38214
H -0.76311 5.47963 3.59234
H -0.35878 5.86747 1.18680
H -0.62965 4.05997 -0.42725
H 0.58643 -1.06384 -4.43397
H 2.10662 -0.53298 -6.23593
H 2.92831 1.77989 -6.57568
H 2.15880 3.56810 -5.03981
H 0.62806 3.07692 -3.23107
H 2.12160 -1.12490 -2.80327
H 4.45922 -0.75063 -2.14838
H 5.20242 -1.23061 0.16414
H 3.60798 -1.92855 1.86225
H 1.54123 -2.70310 0.88496
H 1.61023 -3.99460 -1.38713
H 1.55552 -6.11325 -2.62952
H -0.39444 -6.67894 -4.04039
H -2.32601 -5.14218 -4.14658
H -2.31244 -3.04514 -2.87376
N 1.54491 -0.61090 3.71263
C 2.74659 0.11262 3.68838
C 3.65739 -0.16823 4.71921
C 4.86700 0.47357 4.79577
C 5.19216 1.44242 3.84350
C 4.29118 1.77307 2.86349
C 3.04268 1.13109 2.76614
S 1.89901 1.80575 1.67511
N 0.76954 -0.88004 1.42137
C 0.62655 -0.86442 2.75496
C -0.75277 -1.10132 3.18864
C -1.18160 -1.17026 4.50809
C -2.48987 -1.53706 4.77404
C -3.33672 -1.83096 3.71519
C -2.85849 -1.68776 2.42783
N -1.60396 -1.32219 2.16233
H 1.31999 -0.97697 4.62662
H 3.37864 -0.90068 5.46909
H 5.55806 0.23533 5.59159
H 6.13912 1.96133 3.90034
H 4.50409 2.56304 2.15479
H -0.51072 -0.93577 5.32271
H -2.84957 -1.60123 5.79174
H -4.35567 -2.14895 3.87860
H -3.48937 -1.87602 1.57080

Atomic forces in eV per Å
0.1 -0.5 0.1
0.0 -0.2 0.2
0.0 0.0 0.3
0.0 0.0 0.0
-0.1 0.6 -0.3
0.0 -0.3 0.1
0.1 0.1 0.0
0.0 -0.1 0.0
0.0 0.0 0.0
0.0 0.0 0.0
0.0 -0.1 0.0
0.0 -0.2 0.1
0.0 0.0 -0.1
-0.1 -0.1 0.0
0.0 0.0 0.0
0.0 0.1 0.0
0.1 -0.1 0.0
0.1 0.1 -0.2
-0.1 0.0 0.0
0.0 0.1 0.0
0.0 0.0 0.0
0.0 -0.1 0.0
-0.1 0.0 0.1
0.2 0.2 -0.8
0.0 0.3 0.2
-0.2 0.1 0.1
0.1 0.0 -0.4
-0.1 0.2 0.6
-0.1 0.2 -0.2
0.4 -0.5 -0.3
-0.3 -0.1 0.4
-0.1 0.1 0.0
0.1 0.0 0.0
0.0 0.0 0.0
-0.1 0.0 -0.1
0.0 0.0 0.1
-0.1 0.0 0.0
0.0 -0.1 -0.2
0.1 0.1 0.1
0.0 0.1 0.0
0.0 0.0 -0.1
0.0 0.0 0.0
0.0 0.0 0.0
0.0 0.0 0.0
0.0 0.0 0.0
0.0 0.0 0.1
0.0 0.0 0.0
0.0 0.0 0.0
0.0 0.0 0.0
0.0 0.0 0.0
0.0 0.0 0.0
0.0 0.0 0.0
0.0 0.0 0.0
0.0 0.0 0.0
0.0 0.0 0.0
0.0 0.0 0.0
0.0 0.0 0.0
0.0 -0.1 0.0
0.0 0.2 0.2
-0.1 0.2 0.1
0.0 0.0 0.0
0.0 0.0 0.0
0.0 0.0 0.0
0.0 0.0 0.0
0.0 0.0 0.0
-0.6 -0.5 -0.3
1.0 -0.1 0.4
-1.0 -0.4 -0.4
0.3 0.4 -0.2
0.3 0.1 0.2
0.2 -0.1 0.0
-0.6 0.5 -0.5
0.3 0.0 0.2
-0.7 -0.5 2.0
1.2 0.6 -2.1
-1.0 -0.2 0.7
0.3 0.1 -0.3
-0.3 -0.1 -0.1
0.1 0.1 0.2
0.0 0.1 -0.3
0.1 0.1 0.3
0.0 0.1 0.0
0.1 -0.1 0.0
0.0 0.0 0.0
0.0 0.0 0.0
0.0 -0.1 0.0
-0.1 0.0 0.0
0.0 0.0 0.0
0.0 0.0 0.0
0.0 0.0 0.0

Calculated values
Orbital gap (spin up / spin down), Ha: 0.2056 / 0.1774
Spin multiplicity: 1
Net charge: +2
M, g mol⁻¹: 725.8
Lowest unoccupied orbital energy (spin up / spin down), Eh: -0.241 / -0.269

***

DFT (ωB97M-V with the def2-TZVPD basis set) results for a molecular structure, C44H38BrCrF4N4OP2S.

Element x y z (Å)
Cr 0.00725 0.25856 -0.18118
F -0.01950 -1.74008 -7.11656
C 0.26116 -1.72354 -5.82990
C 1.29780 -2.49179 -5.32947
F 2.01307 -3.25240 -6.13729
C 1.57129 -2.46180 -3.97060
F 2.55197 -3.24548 -3.52670
C 0.85528 -1.66787 -3.08283
P 1.23531 -1.71615 -1.29422
C 0.75082 -3.42402 -0.89946
C -0.62164 -3.66507 -0.80079
C -1.09295 -4.95005 -0.58673
C -0.19935 -6.00506 -0.46001
C 1.16301 -5.77457 -0.57789
C 1.64011 -4.49191 -0.80812
C 3.04323 -1.58838 -1.20343
C 3.73148 -0.81659 -2.13791
C 5.09783 -0.61904 -2.01269
C 5.79206 -1.18362 -0.94925
C 5.11185 -1.94984 -0.01231
C 3.74326 -2.14957 -0.13707
C -0.20198 -0.92964 -3.61245
Br -1.39389 0.07825 -2.53124
C -0.49628 -0.94884 -4.96138
F -1.50988 -0.24536 -5.45030
H -1.32465 -2.84994 -0.92805
H -2.15862 -5.13345 -0.53463
H -0.56528 -7.00866 -0.29070
H 1.86070 -6.59806 -0.50862
H 2.70148 -4.34120 -0.94357
H 3.20635 -0.37187 -2.97384
H 5.62544 -0.03810 -2.75789
H 6.86078 -1.04097 -0.86032
H 5.64676 -2.40567 0.81026
H 3.23270 -2.75483 0.60133
C 0.11521 6.47425 0.56419
C 0.95931 5.42982 0.92281
C 0.49905 4.12554 0.88341
C -0.81217 3.85472 0.49285
C -1.66122 4.90392 0.15435
C -1.19119 6.21055 0.18361
P -1.35694 2.13372 0.60077
C -3.04713 2.03460 -0.03045
C -4.07222 1.43285 0.69465
C -5.33105 1.28780 0.12792
C -5.57167 1.72983 -1.16475
C -4.55085 2.32252 -1.89699
C -3.29348 2.47344 -1.33467
C -1.32517 1.77094 2.36409
C -2.14269 2.36178 3.29271
C -1.96433 2.08834 4.66275
C -0.96230 1.25064 5.06775
C -0.09119 0.64151 4.13193
C 0.95245 -0.22768 4.54106
C 1.77552 -0.79223 3.61191
C 1.58831 -0.52268 2.23299
C 0.59365 0.30368 1.77521
C -0.26744 0.90386 2.75083
H 0.47277 7.49466 0.59636
H 1.97049 5.63870 1.24827
H 1.14730 3.30942 1.18541
H -2.68935 4.71383 -0.12229
H -1.85395 7.02356 -0.08007
H -3.89333 1.08803 1.70540
H -6.12980 0.83800 0.70314
H -6.55563 1.62054 -1.60032
H -4.73579 2.67246 -2.90372
H -2.50365 2.94391 -1.91047
H -2.92068 3.04958 2.98200
H -2.61415 2.55506 5.39028
H -0.81524 1.04685 6.12141
H 1.08558 -0.42940 5.59658
H 2.57394 -1.45439 3.92226
H 2.26296 -0.99512 1.52933
N 3.37954 1.17401 0.47898
N 3.50980 2.34426 -0.25600
C 2.66761 2.63516 -1.24572
N 2.93318 3.71897 -1.97421
S 1.28842 1.73165 -1.69053
H 3.23549 1.38269 1.45961
H 4.19492 0.58346 0.34727
H 4.29497 2.96087 -0.08448
H 3.77349 4.26163 -1.85615
H 2.27436 4.00399 -2.67894
C -2.84116 -3.14100 2.86766
N -2.73495 -2.31137 1.67024
C -3.87998 -2.29420 0.76713
C -1.65798 -1.60383 1.44376
O -1.52416 -0.86231 0.43425
H -3.24193 -4.11424 2.59024
H -3.50753 -2.67574 3.59357
H -1.85729 -3.27950 3.30967
H -4.03387 -3.29371 0.36016
H -3.70237 -1.58534 -0.03554
H -4.77207 -2.00081 1.31998
H -0.85934 -1.69542 2.18233

Atomic forces in eV per Å
0.1 0.2 0.1
0.0 0.0 0.0
0.0 0.0 0.0
0.0 0.0 0.0
0.0 0.0 0.0
0.0 0.0 0.0
0.0 0.0 0.0
0.0 0.0 0.0
0.0 0.0 0.0
0.0 0.0 0.0
0.0 0.0 0.0
0.0 0.0 0.0
0.0 0.0 0.0
0.0 0.0 0.0
0.0 0.0 0.0
0.0 0.0 0.0
0.0 0.0 0.0
0.0 0.0 0.0
0.0 0.0 0.0
0.0 0.0 0.0
0.0 0.0 0.0
0.0 0.0 0.0
0.0 0.0 -0.1
0.0 0.0 0.0
0.0 0.0 0.0
0.0 0.0 0.0
0.0 0.0 0.0
0.0 0.0 0.0
0.0 0.0 0.0
0.0 0.0 0.0
0.0 0.0 0.0
0.0 0.0 0.0
0.0 0.0 0.0
0.0 0.0 0.0
0.0 0.0 0.0
0.0 0.0 0.0
0.0 0.0 0.0
0.0 0.0 0.0
-0.1 0.1 0.0
0.0 0.0 0.0
0.0 0.0 0.0
0.0 -0.1 0.0
0.0 0.0 0.0
0.0 0.0 0.0
0.0 0.0 0.0
0.0 0.0 0.0
0.0 0.0 0.0
0.0 0.0 0.0
0.0 0.0 0.0
0.0 0.0 0.0
0.0 0.0 0.0
0.0 0.0 0.0
0.0 0.0 0.0
0.0 0.0 0.0
0.0 0.0 0.0
0.0 0.0 0.0
-0.1 0.0 0.0
0.0 0.0 0.0
0.0 0.0 0.0
0.0 0.0 0.0
0.0 0.0 0.0
0.0 0.0 0.0
0.0 0.0 0.0
0.0 0.0 0.0
0.0 0.0 0.0
0.0 0.0 0.0
0.0 0.0 0.0
0.0 0.0 0.0
0.0 0.0 0.0
0.0 0.0 0.0
0.0 0.0 0.0
0.0 0.0 0.0
0.0 0.0 0.0
0.0 0.0 0.0
0.0 0.0 0.0
0.0 0.0 0.0
0.0 0.0 0.1
0.0 0.0 0.0
0.0 0.0 -0.1
0.0 0.0 0.0
0.0 0.0 0.0
0.0 0.0 0.0
0.0 0.0 0.0
0.0 0.0 0.0
0.0 0.0 0.0
0.0 0.0 0.0
0.0 0.0 0.0
0.0 0.0 0.0
0.0 -0.1 0.1
0.0 0.0 0.0
0.0 0.0 0.0
0.0 0.0 0.0
0.0 0.0 0.0
0.0 0.0 0.0
0.0 0.0 0.0
0.0 0.0 0.0

Calculated values
Orbital gap (spin up / spin down), Ha: 0.2803 / 0.2990
Spin multiplicity: 4
Energy relative to the best compared isomer or geometry (same formula, charge and spin), kcal/mol: 0.1
Net charge: +2
M, g mol⁻¹: 940.7
Lowest unoccupied orbital energy (spin up / spin down), Eh: -0.193 / -0.179